No. 1
An isolated molecule of C2H4Cl2N2. Source: the OMol25 dataset; level of theory: the ωB97M-V functional and the def2-TZVPD basis.

Geometry as XYZ:
```
10
Properties=species:S:1:pos:R:3
H 1.5923 -1.3378 -1.2143
N 0.6397 -1.3211 -0.9244
C 0.3029 -0.2066 -0.2696
N 1.1175 0.8002 0.2253
C -1.2000 -0.1369 0.0312
Cl -1.9288 1.3915 -0.2582
Cl -1.5341 -0.5301 1.7604
H 2.0853 0.6518 0.3883
H 0.6394 1.5361 0.8028
H -1.7142 -0.8471 -0.5414
```

Computed properties:
Structure (SMILES): [H]/N=C(\N)C(Cl)Cl
DFT total energy, eV: -30163.6984
Molecular weight, g/mol: 126.97
Orbital gap, eV: 10.5
2S+1: 1

=====

No. 2
An isolated molecule of C2H4Cl2N2. Source: the OMol25 dataset; level of theory: the ωB97M-V functional and the def2-TZVPD basis.

Geometry as XYZ:
```
10
Properties=species:S:1:pos:R:3
H 2.1219 -1.0381 -0.5092
N 1.5584 -0.2352 -0.4553
C 0.3570 -0.1294 -0.1891
C -0.2665 1.2695 -0.2181
Cl -1.5894 1.3037 -1.4322
N -0.7731 -1.3367 0.3787
Cl 0.1581 -2.5958 1.0147
H 0.4857 2.0764 -0.4178
H -0.6214 1.6436 0.6939
H -1.4307 -0.9579 1.1344
```

Computed properties:
Structure (SMILES): [H]/N=C(/CCl)NCl
DFT total energy, eV: -30161.3437
Molecular weight, g/mol: 126.97
Orbital gap, eV: 9.9
2S+1: 1

=====

No. 3
An isolated molecule of C2H4Cl2N2O. Source: the OMol25 dataset; level of theory: the ωB97M-V functional and the def2-TZVPD basis.

Geometry as XYZ:
```
11
Properties=species:S:1:pos:R:3
H 0.2437 -1.9693 -1.3001
N -0.5721 -1.4982 -0.9724
C -0.1892 -0.5024 -0.3107
N 1.2000 -0.1745 -0.1963
O 1.5560 0.6776 0.8800
C -1.1288 0.4980 0.3475
Cl -1.0491 1.9794 -0.6467
Cl -2.7918 -0.1565 0.3926
H 1.6542 -1.0347 0.0492
H 1.8901 1.4752 0.3980
H -0.8131 0.7053 1.3589
```

Computed properties:
Structure (SMILES): [H]/N=C(\NO)C(Cl)Cl
DFT total energy, eV: -32209.4449
Molecular weight, g/mol: 142.97
Orbital gap, eV: 10.9
2S+1: 1

=====

No. 4
A cluster of 2 separate species, C2H4Cl3OPS in total. Source: the OMol25 dataset; level of theory: the ωB97M-V functional and the def2-TZVPD basis.

Geometry as XYZ:
```
12
Properties=species:S:1:pos:R:3
C 2.5587 -1.3602 0.1457
C -0.5134 1.5107 -0.4922
O -2.5552 -1.9625 0.5010
P -0.5761 -0.3179 -0.7906
S -2.1265 -0.6291 0.7599
Cl 3.2083 0.2226 0.1306
Cl 0.1412 1.7205 1.2614
Cl -3.4950 0.6944 -0.1741
H 2.7081 -2.0702 -0.5698
H 1.9149 -1.5822 1.0343
H 0.2304 1.9299 -1.0757
H -1.4954 1.8441 -0.7305
```

Computed properties:
DFT total energy, eV: -61873.6174
Molecular weight, g/mol: 213.45
Orbital gap (alpha / beta), eV: 6.6 / 8.8
2S+1: 1

=====

No. 5
An isolated molecule of C2H4Cl4Si. Source: the OMol25 dataset; level of theory: the ωB97M-V functional and the def2-TZVPD basis.

Geometry as XYZ:
```
11
Properties=species:S:1:pos:R:3
Cl -1.2771 -0.9547 2.4108
C -0.1665 -0.1707 1.2790
C -0.5685 -0.5665 -0.1116
Si 0.5289 0.4800 -1.1887
Cl 2.4979 0.5248 -0.5091
Cl 0.5837 -0.0400 -3.1638
Cl -0.2025 2.4005 -1.1438
H 0.8495 -0.4562 1.5686
H -0.2432 0.8982 1.4322
H -0.3498 -1.6480 -0.2769
H -1.6526 -0.4674 -0.2967
```

Computed properties:
Structure (SMILES): ClCC[Si](Cl)(Cl)Cl
DFT total energy, eV: -60111.0936
Molecular weight, g/mol: 197.95
Orbital gap, eV: 11.3
2S+1: 1

=====

No. 6
A structure of composition C2H4ClFO. Source: the OMol25 dataset; level of theory: the ωB97M-V functional and the def2-TZVPD basis.

Geometry as XYZ:
```
9
Properties=species:S:1:pos:R:3
C 0.4673 0.1019 -1.1281
C 0.4758 -0.0705 0.3051
H -0.4409 1.9608 -0.4871
H -0.8031 -0.3034 -1.4718
H 1.3118 -0.5239 -1.6270
H 1.3637 0.5804 0.6989
O 0.2646 1.4916 -1.7325
F 0.8810 -1.3348 0.3551
Cl -1.0080 -0.1071 1.0876
```

Computed properties:
DFT total energy, eV: -19420.9984
Molecular weight, g/mol: 98.50
Orbital gap, eV: 9.6
2S+1: 1

=====

No. 7
A structure of composition C2H4ClFOS. Source: the OMol25 dataset; level of theory: the ωB97M-V functional and the def2-TZVPD basis.

Geometry as XYZ:
```
10
Properties=species:S:1:pos:R:3
C 1.2874 -0.0603 0.0071
C -1.7634 0.0542 0.0608
H 3.0697 0.0904 -0.6291
H 1.0616 0.7731 -0.6744
H -2.3612 0.0573 0.9758
H -2.2760 0.5609 -0.7587
O 2.5633 -0.4468 -0.0161
F -1.4837 -1.2246 -0.2975
S 0.1632 -0.7440 0.9395
Cl -0.2608 0.9398 0.3926
```

Computed properties:
DFT total energy, eV: -30248.9936
Molecular weight, g/mol: 130.57
Orbital gap, eV: 6.2
2S+1: 1

=====

No. 8
A structure of composition C2H4ClFeI2O8S. Source: the OMol25 dataset; level of theory: the ωB97M-V functional and the def2-TZVPD basis.

Geometry as XYZ:
```
19
Properties=species:S:1:pos:R:3
Fe 2.5628 0.7746 0.7413
I 1.4653 3.2538 1.4762
I 4.7838 -0.0724 -0.3449
Cl 1.2466 -0.7361 3.0524
O 0.8784 -0.6805 1.6451
O 0.3694 0.1197 3.7565
O 1.1106 -2.0715 3.5532
O 2.5752 -0.2781 3.0395
C -2.2768 0.5715 -1.5012
C -2.0644 -0.9317 -1.2459
O -0.7227 -1.0584 -1.1579
S 0.1369 0.1683 -1.8306
O 0.1492 0.1101 -3.2595
O 1.3148 0.4097 -1.0341
O -1.0197 1.2180 -1.2568
H -2.9120 1.0423 -0.7509
H -2.5722 0.7567 -2.5339
H -2.5222 -1.4636 -2.0800
H -2.5030 -1.1325 -0.2684
```

Computed properties:
DFT total energy, eV: -92461.0470
Molecular weight, g/mol: 533.22
Orbital gap (alpha / beta), eV: 7.7 / 7.6
2S+1: 5
Charge: -1

=====

No. 9
A structure of composition C2H4ClI. Source: the OMol25 dataset; level of theory: the ωB97M-V functional and the def2-TZVPD basis.

Geometry as XYZ:
```
8
Properties=species:S:1:pos:R:3
C -0.0854 -0.2709 -0.0036
C 1.7429 0.5717 2.5710
Cl 3.2998 -0.1215 2.3582
I 0.6406 -0.2641 4.1227
H -0.4462 0.7623 -0.0865
H -0.9122 -0.8603 0.3938
H 0.1427 -0.7149 -0.9868
H 0.8071 -0.3748 0.6445
```

Computed properties:
DFT total energy, eV: -22758.5760
Molecular weight, g/mol: 190.41
Orbital gap, eV: 7.8
2S+1: 1

=====

No. 10
A cluster of 2 separate species, C2H4ClN2O2 in total. Source: the OMol25 dataset; level of theory: the ωB97M-V functional and the def2-TZVPD basis.

Geometry as XYZ:
```
11
Properties=species:S:1:pos:R:3
C -0.1649 0.6023 0.8019
C 1.6419 0.0233 -0.8100
N -1.2871 0.6819 0.1054
N -2.0668 -0.3948 0.1449
O -1.7852 -1.3535 0.9073
O -2.8347 -0.3957 -0.7887
Cl 3.1711 -0.4557 -0.1181
H 0.0535 -0.2899 1.4229
H 0.3294 1.4656 1.0750
H 1.9751 0.8590 -1.3277
H 0.9676 -0.7424 -1.4129
```

Computed properties:
DFT total energy, eV: -21731.6405
Molecular weight, g/mol: 123.52
Orbital gap (alpha / beta), eV: 6.6 / 6.6
2S+1: 1
Charge: -1

=====

No. 11
The ion C2H4ClN2S2 with charge +1. Source: the OMol25 dataset; level of theory: the ωB97M-V functional and the def2-TZVPD basis.

Geometry as XYZ:
```
11
Properties=species:S:1:pos:R:3
C -0.5267 -1.1115 0.9319
C -0.2499 -0.0213 -0.0341
N 0.4782 -0.2383 -1.0901
S 1.2281 0.6493 -2.1079
Cl 2.9821 -0.1728 -2.1236
N -0.7696 1.2656 0.2561
S -0.5706 2.5192 -0.7495
H 0.5130 -1.5523 1.3037
H -1.1693 -1.9454 0.5742
H -1.0488 -0.8688 1.7889
H -0.8665 1.4764 1.2505
```

Computed properties:
Structure (SMILES): C/C(=N/SCl)[NH+]=S
DFT total energy, eV: -39302.4108
Molecular weight, g/mol: 155.66
Orbital gap (alpha / beta), eV: 6.9 / 7.2
2S+1: 1
Charge: +1

=====

No. 12
A cluster of 2 separate species, C2H4ClN3 in total. Source: the OMol25 dataset; level of theory: the ωB97M-V functional and the def2-TZVPD basis.

Geometry as XYZ:
```
10
Properties=species:S:1:pos:R:3
C -0.2807 -0.2132 -0.9187
C 0.8857 0.1813 -0.0260
N -0.9521 -1.2186 -0.1152
N -0.5804 -1.0856 1.0852
N 0.3269 -0.1771 1.3110
Cl -1.2768 1.6410 2.0063
H -0.9848 0.6436 -1.0251
H -0.1816 -0.7322 -2.0235
H 1.9079 -0.2490 -0.1644
H 1.1358 1.2099 -0.1298
```

Computed properties:
DFT total energy, eV: -19126.5893
Molecular weight, g/mol: 105.53
Orbital gap (alpha / beta), eV: 8.4 / 7.3
2S+1: 1